(1)
Entry from the OMol25 dataset: a molecular structure, C30H45Br2IrN6O3P (wB97M-V/def2-TZVPD).

Geometry as XYZ:
```
88
Properties=species:S:1:pos:R:3:lowdin_spin:R:1
Ir 0.97319 -0.00655 1.63692 0.147
C -2.14284 -2.83925 2.57985 0.000
C -1.05066 -2.22762 1.95800 0.000
N -0.64139 -1.01644 2.30116 -0.001
C -1.30291 -0.35539 3.29158 0.000
C -2.40391 -0.89103 3.95619 0.000
C -2.82273 -2.17817 3.57242 0.000
C -3.03664 -0.10495 4.97986 0.000
C -2.58623 1.13094 5.29075 0.000
C -1.45763 1.69990 4.60757 0.000
C -0.94307 2.98835 4.84772 0.000
C 0.12904 3.43713 4.11694 0.001
C 0.70883 2.60790 3.15053 0.000
N 0.24256 1.39194 2.91963 0.004
C -0.82456 0.94147 3.62748 0.000
H -2.43474 -3.83101 2.26603 0.000
H -0.49454 -2.72341 1.17644 0.000
H -3.67055 -2.63874 4.06337 0.000
H -3.88619 -0.52674 5.50062 0.000
H -3.07082 1.71382 6.06293 0.000
H -1.39629 3.61700 5.60373 0.000
H 0.54317 4.42200 4.27719 0.000
H 1.56280 2.92185 2.56501 0.000
Br 4.39583 0.47328 -1.18317 0.000
C 5.13214 -0.07987 -2.87519 0.000
Br 4.02534 -1.36119 -3.79676 0.000
H 6.09306 -0.54050 -2.68958 0.000
H 5.22145 0.79303 -3.50764 0.000
N 1.80493 -1.48802 0.52737 0.003
C 2.27928 -2.32239 -0.11749 0.000
N 2.86025 -3.23488 -0.82085 0.001
C 2.13838 -4.06096 -1.80658 0.000
C 2.50504 -5.51685 -1.56702 0.000
O 3.90508 -5.68132 -1.59627 0.000
C 4.53851 -4.96938 -0.55205 0.000
C 4.31738 -3.47663 -0.71993 0.000
H 2.45482 -3.74993 -2.80400 0.000
H 1.06719 -3.89197 -1.70015 0.000
H 2.09085 -6.14000 -2.35743 0.000
H 2.10216 -5.85358 -0.60258 0.000
H 5.60118 -5.19643 -0.60764 0.000
H 4.15612 -5.30277 0.42095 0.000
H 4.77648 -3.12347 -1.64523 0.000
H 4.71332 -2.90919 0.12052 0.000
C 1.24596 2.86878 -1.75607 0.003
C -0.29049 2.90034 -1.70997 0.020
C -0.66033 4.03337 -0.73945 0.003
C -0.83734 3.24958 -3.09985 0.003
P -0.95612 1.27199 -1.03773 0.090
N 0.08773 0.82839 0.10454 0.647
C -2.70611 1.50761 -0.39460 -0.005
C -2.64643 2.26027 0.94475 0.002
C -3.63078 2.26785 -1.35436 -0.001
C -3.33068 0.13889 -0.08277 0.000
C -0.87637 -0.12474 -2.29920 0.047
C 0.48310 -0.09727 -3.00913 0.002
C -1.99870 -0.03660 -3.34070 0.010
C -0.95433 -1.48130 -1.58402 0.006
H 1.58262 3.87519 -2.01290 0.000
H 1.64522 2.19306 -2.50360 0.000
H 1.67685 2.60097 -0.79382 0.002
H -0.13586 4.93227 -1.06677 0.000
H -0.33566 3.81831 0.28086 0.003
H -1.72261 4.26570 -0.73638 0.000
H -0.48356 4.25131 -3.35227 0.001
H -1.92516 3.27027 -3.14350 0.000
H -0.46935 2.57919 -3.87254 0.000
H -2.36445 3.30350 0.84817 0.000
H -1.95819 1.77476 1.63356 0.001
H -3.64305 2.23143 1.39038 0.000
H -3.32482 3.30218 -1.49824 0.000
H -4.63106 2.28738 -0.91608 0.000
H -3.71416 1.79391 -2.32980 0.000
H -2.68900 -0.46554 0.56343 0.000
H -3.57467 -0.43093 -0.97576 0.000
H -4.26715 0.31306 0.45059 0.000
H 0.58524 0.74085 -3.69167 0.000
H 0.55877 -1.00579 -3.61127 0.001
H 1.31570 -0.08838 -2.30505 0.000
H -2.01387 0.91114 -3.87313 0.000
H -2.98370 -0.21330 -2.91446 0.000
H -1.82220 -0.82111 -4.08027 0.004
H -0.17658 -1.56275 -0.82529 0.003
H -0.77762 -2.25472 -2.33561 0.000
H -1.91979 -1.68397 -1.13243 0.000
O 2.29296 -0.52588 3.13498 -0.007
N 3.24152 0.23849 2.79542 0.005
O 2.93178 0.88226 1.76080 0.006
```

Values from the calculation:
2S+1 = 2
Kohn-Sham gap (alpha / beta) = 7.81 / 6.92 eV
HOMO level (alpha / beta) = -14.011 / -13.665 eV
LUMO level (alpha / beta) = -6.205 / -6.744 eV
E_tot = -7317.574560 a.u.
total charge = +2
<S²> = 0.7568
ΔE to the lowest compared entry with this formula, charge and spin = 0.345 eV

(2)
Entry from the OMol25 dataset: a molecular structure, C36H90N6NaO16SSn at a distorted geometry (wB97M-V/def2-TZVPD).

Geometry as XYZ:
```
151
Properties=species:S:1:pos:R:3:lowdin_charge:R:1
Sn 4.64512 17.85707 -18.53734 1.597
Na 7.97972 23.00211 -20.59851 0.515
S 6.61701 20.36822 -20.51087 0.258
O 5.71581 20.31630 -19.30253 -0.472
O 7.98365 20.56770 -19.96071 -0.357
O 6.51397 19.10224 -21.24594 -0.347
O 6.33604 21.51529 -21.39313 -0.351
C 11.13230 20.27176 -18.97925 -0.110
O 12.28482 20.49073 -18.21922 -0.178
C 12.31547 19.66452 -17.08573 -0.240
C 13.46688 20.06155 -16.15430 -0.211
N 14.74166 19.44991 -16.46122 -0.056
C 15.31438 19.95533 -17.72516 -0.207
C 16.83309 19.94519 -17.55787 -0.222
O 17.58386 20.45249 -18.64931 -0.189
C 17.28362 21.78513 -18.96619 -0.119
H 11.02897 20.98466 -19.78695 0.084
H 10.26841 20.40832 -18.31121 0.052
H 11.10057 19.23861 -19.34880 0.094
H 12.44529 18.60150 -17.37861 0.129
H 11.35506 19.67412 -16.52920 0.113
H 13.14441 19.79298 -15.14490 0.112
H 13.51468 21.15108 -16.19995 0.125
H 14.54362 18.46730 -16.62238 0.105
H 14.90431 20.91221 -18.01494 0.098
H 15.10402 19.23448 -18.52782 0.128
H 17.20061 18.92367 -17.45500 0.124
H 17.08213 20.47413 -16.62429 0.122
H 17.89355 22.04946 -19.83079 0.090
H 17.59660 22.45211 -18.15879 0.094
H 16.24413 21.86863 -19.27226 0.075
C 9.92812 15.71753 -20.95635 -0.112
O 9.41615 15.91270 -19.67618 -0.172
C 8.23335 16.71000 -19.67365 -0.201
C 8.23793 17.38087 -18.33640 -0.167
N 7.16750 18.35246 -18.23275 -0.151
C 7.24690 19.05031 -16.95693 -0.204
C 7.01433 18.16182 -15.79342 -0.266
O 5.84197 17.49221 -16.01237 -0.338
C 5.48437 16.50246 -15.05680 -0.057
H 10.79102 15.05544 -21.01569 0.094
H 10.23658 16.63817 -21.47549 0.090
H 9.15439 15.24995 -21.57590 0.077
H 7.37780 16.02589 -19.78927 0.119
H 8.27671 17.44156 -20.48345 0.117
H 9.20501 17.89770 -18.23760 0.135
H 8.21423 16.64495 -17.53190 0.132
H 7.03593 18.96302 -19.04328 0.005
H 6.52136 19.87214 -16.99880 0.119
H 8.24900 19.50081 -16.86516 0.127
H 6.94213 18.72066 -14.84600 0.144
H 7.88649 17.53260 -15.55087 0.139
H 5.25109 17.01421 -14.11554 0.104
H 6.20995 15.70134 -14.96935 0.104
H 4.50479 16.12923 -15.36387 0.090
C 5.35455 25.14802 -21.33358 -0.076
O 6.28570 24.84586 -20.30553 -0.205
C 5.58578 24.41572 -19.13580 -0.207
C 6.57223 24.16292 -18.02924 -0.176
N 7.33836 22.94260 -18.27637 -0.084
C 8.39817 22.63617 -17.31529 -0.172
C 7.98307 22.52522 -15.84759 -0.253
O 8.08068 23.77718 -15.24697 -0.171
C 7.76663 23.70541 -13.87131 -0.103
H 4.64326 25.88345 -20.96075 0.098
H 4.86521 24.21443 -21.64005 0.067
H 5.89990 25.48283 -22.21106 0.099
H 4.90764 23.56425 -19.33305 0.119
H 4.88792 25.22200 -18.84267 0.134
H 6.05517 24.11944 -17.05585 0.125
H 7.24404 25.02399 -17.95738 0.140
H 6.73401 22.13873 -18.43803 0.078
H 9.25046 23.31239 -17.42973 0.136
H 8.73140 21.65518 -17.67993 0.079
H 8.50505 21.67827 -15.38698 0.119
H 6.91250 22.23398 -15.87829 0.122
H 8.41997 23.05484 -13.28050 0.091
H 6.71634 23.41677 -13.72373 0.091
H 7.87615 24.70658 -13.44908 0.093
C 6.42195 13.00111 -22.81438 -0.112
O 5.64469 14.11971 -23.10309 -0.161
C 5.60182 15.10388 -22.11262 -0.250
C 4.35310 15.88962 -22.36060 -0.177
N 4.24730 17.10123 -21.51939 -0.075
C 3.14007 17.95752 -21.98942 -0.182
C 1.78289 17.28344 -22.00403 -0.228
O 1.54269 16.75044 -23.29024 -0.170
C 0.26814 16.16450 -23.36471 -0.098
H 5.98783 12.32425 -22.06853 0.093
H 7.43692 13.28810 -22.52577 0.081
H 6.54936 12.39433 -23.71251 0.094
H 6.47496 15.77947 -22.14456 0.122
H 5.62263 14.68997 -21.08922 0.123
H 3.53332 15.21403 -22.11189 0.126
H 4.26022 16.18617 -23.40855 0.144
H 5.09507 17.65956 -21.63648 0.051
H 3.39648 18.49300 -22.91760 0.147
H 3.03794 18.82132 -21.31597 0.070
H 1.00764 17.96444 -21.62968 0.101
H 1.80503 16.44384 -21.27649 0.118
H 0.24863 15.27116 -22.71886 0.089
H 0.12908 15.82893 -24.38569 0.094
H -0.52935 16.83065 -23.02886 0.093
C 2.00310 22.24858 -22.50586 -0.066
O 1.77749 21.53660 -21.29525 -0.177
C 2.97090 21.38002 -20.61065 -0.263
C 2.73758 21.03939 -19.18351 -0.196
N 2.28251 19.66489 -18.94852 -0.110
C 0.96468 19.43264 -19.51685 -0.204
C 0.42289 18.10464 -19.08856 -0.251
O -0.76551 17.81023 -19.77635 -0.173
C -1.03921 16.43193 -19.85861 -0.107
H 2.60043 21.66482 -23.21335 0.092
H 2.49856 23.21130 -22.30272 0.086
H 1.04209 22.48090 -22.96032 0.097
H 3.58055 22.28272 -20.69404 0.105
H 3.53826 20.57600 -21.09261 0.105
H 2.05388 21.76719 -18.72641 0.138
H 3.68063 21.11286 -18.63879 0.093
H 2.25124 19.44714 -17.95508 0.084
H 1.03441 19.40868 -20.60444 0.096
H 0.25829 20.23281 -19.27879 0.145
H 0.12074 18.16867 -18.02410 0.136
H 1.14675 17.27919 -19.15975 0.110
H -1.93128 16.35447 -20.48464 0.098
H -1.30115 15.99712 -18.88504 0.095
H -0.25691 15.84173 -20.35253 0.070
C 3.41322 24.12064 -25.69719 -0.128
O 4.04159 22.88950 -25.57005 -0.196
C 5.25229 23.00522 -24.85205 -0.226
C 5.88644 21.64888 -24.78657 -0.232
N 7.15961 21.70321 -24.10404 -0.050
C 7.74499 20.33863 -24.13793 -0.187
C 9.00819 20.22312 -23.30819 -0.214
O 10.12561 20.70688 -24.03361 -0.166
C 11.32228 20.27488 -23.49334 -0.140
H 4.01022 24.80567 -26.31144 0.092
H 3.31742 24.58969 -24.70575 0.081
H 2.44580 23.95242 -26.15180 0.090
H 4.99962 23.43752 -23.87616 0.104
H 5.93708 23.63863 -25.43398 0.134
H 5.99522 21.24184 -25.79204 0.130
H 5.19541 20.97343 -24.24234 0.120
H 6.87331 21.75883 -23.11293 0.050
H 7.91561 20.05373 -25.17375 0.128
H 6.99575 19.69567 -23.65243 0.099
H 9.12365 19.13932 -23.11377 0.123
H 8.95182 20.73275 -22.32287 0.108
H 11.50132 20.55161 -22.43764 0.079
H 12.15630 20.68377 -24.06047 0.090
H 11.41545 19.17444 -23.51366 0.089
```

Values from the calculation:
Kohn-Sham gap = 5.81 eV
HOMO level = -10.323 eV
LUMO level = -4.513 eV
E_tot = -3732.391898 a.u.
total charge = +1